Entry from the OMol25 dataset: the molecule C5H8O2 at a distorted geometry (ωB97M-V/def2-TZVPD).

Each line ends with the Mulliken charge.
Cartesian coordinates (Å):
H -0.06148 0.27584 2.20192  0.350
O 0.44604 -1.90758 -1.00570  -0.585
H -1.51594 1.95495 0.46055  0.334
C -1.34946 1.19167 -0.30934  -1.293
H -2.25374 0.56176 -0.36568  0.338
C -0.17322 0.29714 -0.00816  0.606
H 0.54820 -0.12386 -2.01652  0.405
H 0.98592 -2.23754 -0.26865  0.344
C 0.57666 -0.52036 -0.99806  -0.192
O 1.50002 -0.57521 1.14241  -0.344
C 0.08798 -0.37393 1.33075  -0.531
H -0.48170 -1.30734 1.47487  0.242
H 1.14820 1.18214 0.00793  0.354
C 1.66678 0.08690 -0.11278  -0.374
H -1.23949 1.68612 -1.28015  0.344

Cartesian forces (eV/Å) of the 3 atoms listed first:
H 0.045 -0.043 -0.187
O 0.308 -0.088 0.281
H 0.079 -0.143 -0.146

Output
Multiplicity: 1
Kohn-Sham gap in eV: 9.121
E_LUMO in Eh: 0.0284

=====

Entry from the OMol25 dataset: a structure of composition C2H2FO2Sc at a distorted geometry (ωB97M-V/def2-TZVPD).

Each line ends with the Mulliken charge.
Cartesian coordinates (Å):
C 0.23677 0.53552 0.47323  -0.030
O 2.47744 1.49857 0.61272  -0.291
C 1.43695 1.39326 0.05729  0.026
Sc -1.51490 -1.55540 -1.01610  1.970
H -0.43167 1.24861 1.00163  0.245
H 0.62828 -0.12691 1.27441  0.278
F -2.43045 -2.95369 -1.82668  -0.561
O -0.40244 -0.03996 -0.57650  -0.638

Cartesian forces (eV/Å) of the 3 atoms listed first:
C 0.698 1.673 2.163
O -1.719 -0.105 -0.691
C 1.775 0.136 0.275

Output
Multiplicity: 2
Kohn-Sham gap (spin up / spin down) in eV: 4.414 / 8.563
E_LUMO (spin up / spin down) in Eh: -0.2643 / -0.2668
Net charge: +1

=====

Entry from the OMol25 dataset: a cluster of 2 separate species, C4H13NOS in total at a distorted geometry (ωB97M-V/def2-TZVPD).

Each line ends with the Mulliken charge.
Cartesian coordinates (Å):
H -0.27923 1.67247 -2.18210  0.364
O 0.28745 1.65447 -2.97397  -0.688
H 1.17085 -1.04977 -0.58765  0.396
H -2.12861 -0.45649 -0.56122  0.310
C -2.10102 0.61810 -0.68269  -0.861
H 1.58336 -2.00604 1.85315  0.103
H 2.21616 0.47911 1.02310  0.351
H 1.37931 1.99644 1.36095  0.368
H -2.96630 1.01265 -0.13410  0.337
C 0.30842 -1.01037 0.08337  -1.018
H 1.66417 1.56508 -0.27208  0.238
H -2.27080 0.91796 -1.71521  0.259
C 0.08386 0.40365 0.62813  0.534
H -0.44857 -1.33319 -0.62295  0.404
H -1.05572 2.09747 0.26389  0.186
H -0.26207 0.30057 1.65792  0.239
S 0.39784 -2.30304 1.32405  -0.202
N -0.85565 1.19984 -0.16418  -0.280
C 1.41523 1.13875 0.69009  -1.332
H 1.10034 2.09683 -2.72185  0.292

Cartesian forces (eV/Å) of the 3 atoms listed first:
H 0.483 -0.053 0.089
O -0.338 -0.058 -0.103
H 0.289 0.144 0.380

Output
Multiplicity: 1
Kohn-Sham gap in eV: 9.838
E_LUMO in Eh: 0.0310

=====

Entry from the OMol25 dataset: a structure of composition C4H8N2O at a distorted geometry (ωB97M-V/def2-TZVPD).

Each line ends with the Mulliken charge.
Cartesian coordinates (Å):
H 1.59008 -1.16536 -1.52676  0.325
C 1.01848 -0.61714 -0.77846  0.398
C -0.88756 -0.69424 -0.43339  0.292
C -0.21599 0.08389 -1.28093  -0.513
H 2.48370 0.90264 -0.27477  0.325
H 2.62941 -0.60584 0.64915  0.305
C 1.91552 0.10553 0.21687  -1.242
O 0.13371 -1.51627 -0.00143  -0.455
H 1.32012 0.54373 1.02545  0.316
N -1.52262 0.86955 0.94581  -0.456
H -1.98688 1.24128 1.77628  0.251
H -1.81662 1.48798 0.19928  0.202
N -2.03440 -0.43100 0.31745  -0.442
H -0.44732 0.99332 -1.81276  0.387
H -2.17961 -1.19809 0.97820  0.308

Cartesian forces (eV/Å) of the 3 atoms listed first:
H 0.097 -0.181 0.097
C 0.470 -0.142 -0.277
C -0.002 0.367 -0.040

Output
Multiplicity: 1
Kohn-Sham gap in eV: 9.560
E_LUMO in Eh: 0.0419

=====

Entry from the OMol25 dataset: a structure of composition C10H16N3O at a distorted geometry (ωB97M-V/def2-TZVPD).

Each line ends with the Mulliken charge.
Cartesian coordinates (Å):
H -1.07884 -1.14490 -2.73565  0.339
C -2.59340 -1.17000 -0.36174  -0.839
H -1.76148 -3.24570 -0.53593  0.269
O -0.50481 1.46600 2.86871  -0.332
H -0.56859 2.74837 1.23233  0.453
N 1.54941 -0.04074 1.06503  -0.413
C -2.08334 -2.31249 -1.20817  -0.577
N -0.41069 -0.02552 -0.36900  0.008
H -0.35420 -2.63956 -2.49267  0.453
N 1.13702 1.72722 -0.50536  -0.566
H -2.74662 -2.57552 -1.95798  0.396
H 0.56582 -1.84668 -0.28863  0.479
H -1.72647 0.37987 1.09642  0.637
H 2.19780 2.72544 2.01443  0.233
H 3.43611 0.05602 1.85892  0.425
C 2.79221 2.02941 1.22188  -0.589
C -0.80838 -1.87561 -1.92729  -0.816
C -1.50902 -0.45127 0.48081  -0.569
H 1.05090 -0.92588 -1.74075  0.365
H -3.30387 -1.70648 0.32525  0.330
C -0.32001 1.84796 1.76957  -0.148
H -0.94127 -1.15683 1.16109  0.353
H 3.90135 2.24550 1.22851  0.418
H -0.44202 0.57220 -1.25704  0.578
C 2.05183 2.45200 -0.05047  -0.286
C 0.21158 -1.22060 -1.04857  -0.803
H -3.15959 -0.46145 -0.89942  0.424
H 2.26949 3.22409 -0.88661  0.425
C 2.55234 0.56733 1.49379  -0.206
C 0.59677 0.75785 0.44853  0.559

Cartesian forces (eV/Å) of the 3 atoms listed first:
H 0.024 -0.266 0.582
C -0.515 -1.387 2.680
H -1.095 1.879 -1.346

Output
Multiplicity: 1
Kohn-Sham gap in eV: 9.824
E_LUMO in Eh: -0.1254
Net charge: +1

=====

Entry from the OMol25 dataset: a structure of composition C46H49FeN3O4S5Sb2 at a distorted geometry (ωB97M-V/def2-TZVPD).

Each line ends with the Mulliken charge.
Cartesian coordinates (Å):
C -5.30007 2.44993 -2.30220  -0.560
C -3.72367 4.95433 1.80480  -0.302
H 0.54723 -0.22057 1.11860  -1.014
H 6.79673 1.17823 -2.70330  0.434
C 3.60523 -1.50017 -0.70330  -1.160
C -0.03847 1.46723 7.54080  -0.448
S -3.05177 -3.65897 0.13920  -0.025
H 0.71463 -4.07817 -1.70870  -0.219
H -1.32817 3.86073 3.90060  0.278
C -2.85407 4.06023 2.41320  0.328
H -2.63897 0.48613 5.61810  0.358
C 0.55973 -0.95607 -5.16570  -0.154
C 4.07233 -0.37297 -4.03110  1.322
C 0.49513 0.22163 2.13180  0.752
H 2.34103 -4.61917 -3.18190  0.355
H 6.79213 0.16823 -4.15070  0.343
H 2.66453 -2.87877 -3.02700  0.219
C -5.96137 2.27413 -1.09810  -0.653
C 2.93843 1.91693 -2.91540  -0.987
H -1.55387 -1.54947 -7.75110  0.370
C -0.58647 0.23103 5.09260  0.316
C 2.03603 -3.85027 4.27650  -0.741
H 0.17403 1.94663 8.48780  0.377
H 1.23093 2.16623 1.62500  0.449
H 2.49883 2.80493 -2.48300  0.454
H -4.32057 -1.13677 -0.34820  0.341
H 1.12073 1.30113 -3.82520  0.641
C -1.98747 4.54753 3.38200  -0.400
H -2.16187 1.57863 7.77680  0.387
H 2.96493 -0.93147 -1.38170  0.232
C -3.70237 6.30103 2.12160  -0.683
H 4.89743 2.33353 -2.16350  0.339
N 2.82273 -2.41467 0.11640  -0.091
C 0.99643 1.05393 6.71990  -0.772
Fe -0.76917 -1.09857 -0.33070  0.382
H 2.05133 -1.76987 3.81600  0.112
C 2.70143 -0.10667 -4.20010  -0.407
C -3.19607 2.39203 -1.14310  -0.015
C 0.71853 0.44273 5.50930  0.088
C -3.91687 2.50163 -2.32160  -0.390
C -1.61357 0.64993 5.92510  -0.564
S -2.56507 -5.52537 0.17430  -0.148
H 1.74833 -5.94097 4.64820  0.371
H 1.44593 0.01493 2.62540  0.374
C -0.39017 -0.64607 -4.18540  2.214
C 4.72133 -1.60027 -4.61710  -2.239
H 1.54243 0.12023 4.88910  0.122
C 2.15833 1.06023 -3.65940  -0.661
C 4.28483 1.65493 -2.74030  -1.127
C -3.84887 2.22483 0.06740  -0.010
C -0.09167 -0.49007 -2.73040  0.031
H 0.12353 2.14363 2.99990  -0.011
H -0.71887 3.12343 0.72910  0.708
H 2.68523 -2.09147 1.06680  0.336
H 2.43433 -1.53487 -5.61710  0.400
C -1.23557 -1.28107 -6.75360  -0.728
C 4.85933 0.52833 -3.31490  1.680
Sb -2.81517 1.90313 1.94550  1.011
C 0.05163 -2.55757 3.83200  0.207
H -2.77107 7.83303 3.29660  0.349
H -5.74687 1.99753 1.01120  0.404
H -7.04177 2.21803 -1.06780  0.401
H -3.21837 -0.89007 -6.03840  0.442
C 0.10853 -1.29017 -6.44510  -0.736
O -0.80247 0.30033 -2.05810  -1.115
H -1.25287 6.25473 4.44600  0.397
C -1.94937 5.89323 3.69920  -0.659
H -2.11677 2.41743 -1.19430  0.079
C -0.70527 -3.70297 4.03500  -0.596
H -4.42667 4.59393 1.06510  0.322
C -3.86987 -0.72787 0.59480  -0.649
C -5.23457 2.15643 0.07270  -0.562
H -2.44717 -0.34647 -3.74580  0.391
H 5.44783 -2.00527 -3.91650  0.470
H -0.70987 -5.80067 4.45020  0.410
Sb -1.11017 -0.79017 3.22090  1.180
H 4.11933 -0.80187 -0.04680  0.443
H -5.86377 2.55013 -3.21950  0.377
C -0.83127 2.08993 1.06400  0.027
H -0.80847 1.42613 0.19260  -0.628
C -2.16727 -0.91297 -5.79730  -0.892
H 4.35343 -2.03617 -1.28610  0.241
H 6.56613 -0.56327 -2.55960  0.293
C 1.27213 -4.99207 4.44020  -0.452
H -4.38257 6.98673 1.63090  0.370
C -1.34737 1.26263 7.13860  -0.614
N 1.66353 -3.78317 -1.43480  0.422
H 2.02343 1.20403 7.02860  0.396
H 3.62433 -4.06507 -2.09150  0.314
H 5.25283 -1.36127 -5.54050  0.403
O 0.78223 -1.20877 -2.18080  -0.064
C 2.63833 -3.82947 -2.49350  -0.786
H -1.78377 -3.64207 3.94620  0.340
C -0.10507 -4.91457 4.32620  -0.555
H 4.00153 -2.38457 -4.83330  0.480
N 1.92833 -0.97877 -4.94530  0.175
C -2.80317 6.77803 3.06060  -0.364
S 0.39343 -3.15587 0.74090  0.005
C 1.71743 -3.07737 -0.31730  -0.306
H -3.38877 2.61503 -3.26120  0.419
C 1.42913 -2.64557 3.96370  0.124
O -4.58317 -0.50317 1.55070  -0.567
C 6.33843 0.31103 -3.17140  -1.652
H 3.11253 -3.90257 4.38810  0.375
C 0.29973 1.71883 2.00410  -0.793
H 0.83113 -1.55657 -7.20610  0.449
O -2.61437 -0.52287 0.54660  0.303
S -2.28957 -2.76227 -1.77490  0.064
S -1.21837 -4.09827 -2.70760  -0.438
C -1.73947 -0.60717 -4.52000  -1.261

Cartesian forces (eV/Å) of the 3 atoms listed first:
C -0.074 0.036 -0.081
C -0.141 -0.090 -0.171
H 0.339 0.115 0.278

Output
Multiplicity: 6
Kohn-Sham gap (spin up / spin down) in eV: 6.376 / 6.079
E_LUMO (spin up / spin down) in Eh: 0.0761 / 0.0527
Net charge: -1

=====

Entry from the OMol25 dataset: a cluster of 2 separate species, C4H11N2 in total at a distorted geometry (ωB97M-V/def2-TZVPD).

Each line ends with the Mulliken charge.
Cartesian coordinates (Å):
C -0.19592 -1.57343 1.68071  -0.242
N 0.86975 0.43783 -1.07980  -0.274
C 2.03524 1.31905 -0.78169  -0.813
H -2.14472 0.72224 1.57038  0.355
H -3.14268 -0.00346 -0.57746  0.302
H 0.08290 0.90016 -1.53686  0.425
H 2.78444 0.74967 -0.23998  0.331
H -1.02946 -2.21859 1.95979  0.303
C -1.62941 0.04502 0.89954  -0.126
H 0.49529 0.04399 -0.15940  0.342
H 1.69072 2.15175 -0.17171  0.329
H 1.13583 -0.31126 -1.72031  0.359
N -0.30357 -0.36405 1.30707  -0.436
H -1.67152 -1.10678 -0.85046  0.281
H 0.76634 -2.08132 1.64682  0.279
C -2.19447 -0.38195 -0.22491  -0.774
H 2.45123 1.67111 -1.72173  0.358

Cartesian forces (eV/Å) of the 3 atoms listed first:
C 0.266 -0.381 -0.166
N -0.096 -0.396 0.087
C -0.072 0.301 -0.228

Output
Multiplicity: 1
Kohn-Sham gap in eV: 10.508
E_LUMO in Eh: -0.1210
Net charge: +1

=====

Entry from the OMol25 dataset: a structure of composition C33H33N6O3OsS3 (ωB97M-V/def2-TZVPD).

Each line ends with the Mulliken charge.
Cartesian coordinates (Å):
C -1.88402 -2.41280 -1.59696  0.389
C 1.21954 -3.76492 1.26897  0.627
C -3.18723 1.57853 2.80282  -0.980
C -0.87440 3.32310 -2.56408  -0.686
H 3.85223 -0.67971 0.40114  0.283
C -0.43002 -2.17177 -4.49030  -0.171
C 0.63368 3.43065 1.83453  -0.948
N 0.39608 -5.46831 -1.37265  -0.618
C -2.57070 -1.16706 -1.73512  0.978
H 1.90685 -0.34272 -6.11190  0.457
N -0.68328 -2.69511 -2.15438  0.677
H -4.04036 1.07259 -0.71394  0.282
Os 1.27073 -0.65482 1.34472  1.863
O 1.17390 1.23539 1.20630  -0.714
C -2.03242 2.35582 2.49265  -0.145
C 1.16534 -1.24980 -2.92646  0.744
H -1.47309 3.74207 -3.35720  0.513
H -0.12146 -1.69867 -6.55331  0.428
H 0.93282 2.71976 -3.56890  0.444
H 2.40675 -0.93357 5.26742  0.437
C 0.85455 2.33531 -1.38633  -0.943
C 1.37509 -0.80993 -5.29403  -0.795
C 4.39310 -0.98259 2.40449  -0.748
H -1.84066 -0.18166 -3.52176  0.369
H 4.28392 -2.06322 2.29542  0.317
H -4.08436 -4.09422 0.38182  0.474
C -4.33739 -2.08556 -0.35788  -0.560
C -3.15434 0.34720 2.23235  -0.774
C 1.56949 4.92466 3.57579  -0.638
C 2.54732 -1.08497 4.19621  -0.634
C 0.14092 2.21043 1.08571  2.261
H 0.46525 5.04899 0.42980  0.577
H -1.86935 3.36535 2.84267  0.625
H 1.47330 0.58559 3.64155  -0.150
C 1.83778 -0.66692 -3.99763  -0.900
C 0.23875 -1.56690 -5.54184  -0.607
C -4.58942 0.25330 -1.18570  -1.767
S -1.48045 3.27753 -0.96417  -0.036
H 2.73438 -0.09942 -3.78764  0.552
H 3.91205 0.54608 3.84870  0.295
S -1.74008 0.12591 1.28648  0.428
N 1.01302 -4.97392 0.98272  -0.746
O 0.83819 -0.99926 -0.59307  -0.128
C 1.72721 -1.00417 -1.55706  0.651
H -1.89976 -4.39514 -0.74065  0.727
H 1.82479 1.88616 -1.22583  0.723
N 1.42203 -0.42097 3.47779  -0.836
C -1.96261 0.00048 -2.45411  -0.978
H 3.76132 0.66365 1.32786  0.192
H 0.54301 -0.72043 3.89444  0.388
H 1.44282 6.63848 2.28463  0.419
H -0.97527 0.22814 -2.04570  -0.141
H -5.54431 0.15161 -0.67334  0.412
C -3.65178 -3.29237 -0.20110  -1.140
H 5.45631 -0.75153 2.30643  0.464
H 4.63141 -0.89679 4.52049  0.381
H -1.30526 -2.78374 -4.66716  0.498
N 3.61879 -0.34311 1.33374  -0.610
O 2.90818 -0.74149 -1.41303  -0.793
H -5.30482 -1.95775 0.11266  0.468
C 3.90900 -0.54836 3.78068  -0.566
C -0.04826 2.52401 -0.38492  -0.054
C 0.68448 -5.23527 -0.27713  0.546
H -4.79078 0.54186 -2.21819  0.435
C 0.01986 -2.00084 -3.18841  -0.776
C 0.74668 4.71910 1.41935  -0.439
H -3.88093 -0.44650 2.30688  0.548
S 1.18465 3.25903 3.45934  -0.018
H -3.99783 1.92579 3.42663  0.473
H -0.30076 -3.61500 -1.92589  0.075
C -2.44083 -3.45978 -0.81038  -0.823
H -2.57673 0.88610 -2.33732  0.468
C -1.15084 1.69859 1.69230  -0.501
C 0.37356 2.78893 -2.64688  -0.575
C -3.81114 -1.03382 -1.10859  1.014
H 1.98350 5.32487 4.48696  0.479
C 1.27957 5.58009 2.42360  -0.641
H 2.47768 -2.15385 3.99555  0.306
N 1.40502 -2.64642 1.57934  -0.106

Cartesian forces (eV/Å) of the 3 atoms listed first:
C 0.832 -0.176 -0.367
C 0.035 0.786 0.132
C -0.015 0.025 0.044

Output
Multiplicity: 5
Kohn-Sham gap (spin up / spin down) in eV: 8.013 / 5.593
E_LUMO (spin up / spin down) in Eh: -0.0733 / -0.1988
Net charge: +1

=====

- What is the multiplicity in the second record?
  2

=====

- What is the multiplicity in the first record?
  1

=====

- Look up the multiplicity of the first one.
  1